Below is an isolated molecule of C5H6N2O3S, with properties calculated with ωB97M-V with the def2-TZVPD basis set.

Properties
**Structure (SMILES)**: CC1(S)C(=O)NC(=O)NC1=O
**E_LUMO**: 0.08 eV
**F_max**: 3.86 eV/A
**E_HOMO**: -9.93 eV
**M**: 174.18 Da
**Energy relative to the best compared isomer or geometry (same formula, charge and spin)**: 0.0000 eV

Geometry as XYZ:
```
17
C5H6N2O3S, DFT ωB97M-V with the def2-TZVPD basis set
C -1.9622 0.1776 -0.8953
C -0.8236 0.0469 0.1153
S -1.5325 0.0062 1.8174
C -0.0556 -1.2781 0.1244
O -0.5154 -2.3762 0.0026
N 1.3716 -1.1804 0.1652
C 2.1759 -0.0507 -0.0596
O 3.3592 -0.0990 -0.1945
N 1.5161 1.1797 -0.0345
C 0.1260 1.3024 -0.0980
O -0.3023 2.4366 -0.1666
H -2.0256 -0.6979 -1.6339
H -1.7699 1.0797 -1.3202
H -2.9705 0.2126 -0.4294
H -0.5238 -0.8665 2.4084
H 1.9543 -1.9969 0.2000
H 1.9782 2.1042 -0.0012
```

From a Mulliken analysis of the wavefunction, the atomic charges in e read: atom 1 (C): -1.387, atom 2 (C): 1.564, atom 3 (S): -0.232, atom 4 (C): -0.415, atom 5 (O): -0.548, atom 6 (N): -0.045, atom 7 (C): 0.333, atom 8 (O): -0.564, atom 9 (N): -0.094, atom 10 (C): 0.212, atom 11 (O): -0.597, atom 12 (H): 0.290, atom 13 (H): 0.423, atom 14 (H): 0.369, atom 15 (H): 0.204, atom 16 (H): 0.217, atom 17 (H): 0.269